This record from OMol25 describes 10 unconnected molecules or ions with the total composition C38H69BBr4N3O26 at a distorted geometry. The level of theory is wB97M-V/def2-TZVPD.

```
141
Properties=species:S:1:pos:R:3
O -2.694 2.579 2.664
C -1.576 2.555 2.256
O -1.141 2.824 1.058
B 0.273 2.452 0.907
O 0.670 2.002 2.288
C -0.366 2.035 3.084
O -0.445 1.629 4.196
O 1.134 3.553 0.500
C 2.029 3.104 -0.402
O 2.934 3.709 -0.832
C 1.593 1.667 -0.774
O 0.453 1.422 -0.118
O 2.102 0.941 -1.576
C 7.181 4.023 -2.823
O 5.934 3.990 -3.426
C 5.684 2.745 -4.058
C 4.463 2.856 -4.923
N 3.296 3.273 -4.110
C 2.108 3.306 -4.950
C 0.873 3.562 -4.136
O 1.072 4.649 -3.296
C -0.101 5.029 -2.607
H 7.268 3.312 -1.986
H 7.324 5.016 -2.386
H 8.018 3.865 -3.523
H 5.564 1.955 -3.301
H 6.608 2.532 -4.616
H 4.300 1.865 -5.375
H 4.635 3.571 -5.734
H 3.132 2.451 -3.517
H 1.942 2.333 -5.427
H 2.242 4.095 -5.691
H 0.622 2.681 -3.515
H 0.013 3.700 -4.810
H 0.150 5.532 -1.670
H -0.788 4.203 -2.383
H -0.609 5.799 -3.209
C -3.057 -2.288 2.310
O -2.773 -1.796 1.024
C -1.378 -1.551 0.854
C -1.067 -1.409 -0.628
N -1.503 -2.584 -1.346
C -0.728 -3.781 -0.956
C -0.845 -5.005 -1.818
O -0.475 -4.814 -3.186
C -0.743 -5.947 -3.971
H -2.597 -3.271 2.493
H -4.128 -2.434 2.440
H -2.701 -1.578 3.065
H -0.805 -2.362 1.319
H -1.121 -0.628 1.399
H 0.004 -1.175 -0.653
H -1.493 -0.473 -1.026
H -2.476 -2.776 -1.151
H -1.088 -4.118 0.030
H 0.316 -3.462 -0.883
H -1.830 -5.488 -1.756
H -0.118 -5.751 -1.454
H -1.808 -6.195 -4.019
H -0.137 -6.809 -3.657
H -0.418 -5.700 -4.984
C 2.634 -9.459 -0.089
O 2.644 -8.625 -1.202
C 1.997 -7.378 -1.035
C 2.759 -6.444 -0.103
N 1.861 -5.453 0.454
C 2.406 -4.679 1.565
C 3.689 -3.918 1.265
O 3.592 -2.963 0.250
C 2.975 -1.767 0.687
H 3.538 -9.391 0.524
H 2.491 -10.503 -0.388
H 1.768 -9.293 0.579
H 0.962 -7.501 -0.692
H 1.943 -6.960 -2.044
H 3.624 -5.993 -0.599
H 3.132 -7.045 0.734
H 1.544 -4.854 -0.301
H 2.632 -5.417 2.342
H 1.627 -4.006 1.928
H 4.431 -4.636 0.899
H 4.110 -3.537 2.210
H 2.828 -1.123 -0.181
H 3.570 -1.215 1.424
H 1.974 -1.951 1.097
Br -5.701 0.514 0.891
C -4.023 0.762 -0.115
C -4.144 1.999 -0.952
Br -2.549 2.187 -2.029
H -3.918 -0.159 -0.670
H -3.246 0.816 0.635
H -4.288 2.862 -0.306
H -5.021 1.918 -1.589
Br 0.609 -1.648 3.666
C 1.888 -0.461 4.521
C 1.666 -0.248 5.983
Br 1.909 -1.905 6.985
H 1.766 0.484 3.994
H 2.877 -0.816 4.248
H 0.678 0.109 6.232
H 2.451 0.431 6.309
C -4.096 1.494 5.872
C -4.296 0.584 4.635
O -5.192 -0.435 5.119
C -5.477 -0.246 6.423
O -6.211 -0.924 7.042
O -4.786 0.798 6.918
H -4.589 2.446 5.673
H -3.061 1.620 6.160
H -3.350 0.166 4.302
H -4.821 1.117 3.851
C -7.329 3.359 2.479
C -6.011 4.105 2.735
O -5.881 4.956 1.571
C -6.851 4.674 0.678
O -7.031 5.258 -0.336
O -7.566 3.606 1.092
H -8.111 3.820 3.086
H -7.270 2.295 2.672
H -5.148 3.451 2.771
H -6.054 4.772 3.592
C 0.652 5.863 2.727
C -0.290 6.529 1.682
O 0.565 6.710 0.554
C 1.862 6.429 0.880
O 2.745 6.408 0.119
O 1.957 6.136 2.215
H 0.494 4.784 2.757
H 0.537 6.297 3.717
H -0.648 7.498 2.024
H -1.098 5.843 1.441
C -0.109 -1.925 -4.252
C 1.381 -1.927 -3.940
O 1.959 -1.243 -5.043
C 1.102 -1.312 -6.088
O 1.398 -1.093 -7.206
O -0.129 -1.610 -5.663
H -0.733 -1.198 -3.738
H -0.507 -2.914 -4.085
H 1.766 -2.939 -3.777
H 1.615 -1.409 -3.009
```

Orbital gap = 8.3 eV
2S+1 = 1
Charge = -1
Total energy = -13931.0123 hartree
LUMO level = 1.7931 eV
HOMO = -6.5 eV
Relative energy (zero: lowest compared OMol25 entry of this formula, charge and spin) = 0.000 eV